[1]
DFT (ωB97M-V/def2-TZVPD) results for a cluster of 4 separate species, C3H10N2O3 in total at a distorted geometry.

## Properties
total charge = 0
energy relative to the best compared isomer or geometry (same formula, charge and spin) = 48.0 kcal/mol
spin multiplicity = 1
calculated total energy = -12394.6535 eV
Kohn-Sham gap = 8.67 eV
SMILES = c1c[nH]cn1.O.O.O

Geometry (Å):
C1 -0.05221 -1.07379 -1.64806
C2 0.10645 0.23175 -1.16801
N1 -1.16626 0.74966 -0.90102
C3 -2.01536 -0.30400 -1.06742
N2 -1.37479 -1.39633 -1.53512
H1 0.47042 -1.94971 -2.12882
H2 0.97847 0.97967 -1.11758
H3 -1.38749 1.49508 -0.35709
H4 -2.97323 -0.30292 -0.53404
O1 0.85056 2.26235 0.79447
H5 1.27197 2.95370 1.31342
H6 0.15497 1.77511 1.37385
O2 0.57842 0.23962 2.90693
H7 1.31857 0.33062 3.52665
H8 -0.08519 -0.28630 3.39248
O3 1.93522 -1.36880 0.55211
H9 1.28615 -0.91523 1.04205
H10 1.60577 -1.74241 -0.18502

[2]
DFT (ωB97M-V/def2-TZVPD) results for a cluster of 7 separate species, H14O6S in total at a distorted geometry.

## Properties
total charge = 0
energy relative to the best compared isomer or geometry (same formula, charge and spin) = 8.1 kcal/mol
spin multiplicity = 1
calculated total energy = -23348.0820 eV
Kohn-Sham gap = 9.87 eV
SMILES = O.O.O.O.O.O.S

Geometry (Å):
O1 0.83466 0.92022 -1.87655
H1 0.91859 0.03355 -1.46294
H2 0.90859 0.68388 -2.82515
O2 0.14850 -1.82731 2.05823
H3 0.47575 -2.15620 2.91006
H4 -0.39045 -1.07932 2.14708
O3 -1.12072 2.07467 -0.06740
H5 -0.28338 2.25925 0.31625
H6 -0.84714 1.78153 -0.96818
O4 -1.91456 0.14659 1.52239
H7 -2.75229 0.30596 1.81748
H8 -1.69577 0.88810 0.96696
O5 0.74608 -1.51613 -0.70083
H9 -0.21139 -1.52540 -0.87488
H10 0.95750 -1.64826 0.25298
O6 -2.06981 -1.48214 -0.76338
H11 -2.82628 -1.35844 -1.34929
H12 -2.33800 -1.13405 0.11849
S1 3.73613 1.18240 0.08452
H13 3.77914 2.51336 -0.08764
H14 3.94485 0.93771 -1.21820

[3]
DFT (ωB97M-V/def2-TZVPD) results for a structure of composition C46H28IrN7 at a distorted geometry.

## Properties
total charge = 0
spin multiplicity = 1
calculated total energy = -61424.2402 eV
Kohn-Sham gap (spin up / spin down) = 4.33 / 4.33 eV

Geometry (Å):
Ir1 -0.09667 0.11299 -0.59038
C1 -0.24580 6.42510 3.14877
C2 -0.30116 5.10490 3.56669
C3 -0.05660 4.08809 2.66617
C4 0.22812 4.38056 1.33097
C5 0.28759 5.70669 0.91851
C6 0.05852 6.72281 1.83004
C7 0.38694 3.22493 0.43977
C8 -0.50445 3.05751 -0.62559
C9 -1.44579 3.97246 -1.16355
C10 -2.03079 3.36072 -2.25202
C11 -1.46938 2.07432 -2.33871
C12 -1.66031 0.99512 -3.31001
C13 -0.96774 1.04330 -4.53425
C14 -0.76977 -0.13266 -5.29758
C15 0.10604 -0.14872 -6.35486
C16 0.79828 1.00362 -6.71928
C17 0.56941 2.18911 -6.02490
C18 -0.29828 2.21829 -4.95934
C19 -2.14633 -0.25419 -2.74409
N1 -1.51115 -0.77563 -1.68145
C20 -2.15597 -1.93500 -1.32643
C21 -1.66501 -2.82994 -0.36777
C22 -2.61153 -3.80354 0.22198
C23 -2.70274 -5.14187 -0.13401
C24 -3.59610 -5.96753 0.52971
C25 -4.38654 -5.47217 1.55388
C26 -4.32347 -4.12982 1.89024
C27 -3.45242 -3.29729 1.21486
C28 -0.34794 -2.77582 0.13299
C29 0.37808 -3.83447 0.75315
C30 1.62842 -3.35831 1.03404
C31 1.64463 -1.97772 0.66483
N2 0.45718 -1.67047 0.07300
C32 2.61009 -1.03814 1.07451
C33 2.40014 0.35035 1.06608
C34 3.13204 1.32942 1.81370
C35 2.45900 2.50758 1.68812
C36 1.35038 2.27141 0.82186
N3 1.36305 0.96589 0.43941
C37 3.84892 -1.52241 1.72450
C38 4.90795 -1.98987 0.95403
C39 6.09297 -2.37318 1.55832
C40 6.22982 -2.30383 2.93479
C41 5.17359 -1.85016 3.70831
C42 3.99209 -1.45516 3.10684
C43 -3.26742 -2.11308 -2.19571
C44 -3.23215 -1.08114 -3.10638
N4 -0.57013 1.89382 -1.35956
H1 -0.43846 7.21950 3.85381
H2 -0.53389 4.86737 4.59457
H3 -0.10970 3.05416 2.97567
H4 0.54135 5.93909 -0.10599
H5 0.11858 7.75440 1.51380
H6 -1.65898 4.95347 -0.78476
H7 -2.77955 3.77353 -2.90101
H8 -1.28490 -1.03250 -4.99887
H9 0.27046 -1.07356 -6.89047
H10 1.50144 0.97769 -7.53902
H11 1.09277 3.09319 -6.30878
H12 -0.45424 3.13791 -4.41577
H13 -2.09157 -5.53014 -0.93874
H14 -3.67667 -7.00604 0.24238
H15 -5.06757 -6.12398 2.07918
H16 -4.94998 -3.72842 2.67308
H17 -3.41263 -2.24566 1.45921
H18 -0.00915 -4.81993 0.93093
H19 2.45700 -3.88116 1.47394
H20 4.02407 1.14652 2.37848
H21 2.69703 3.45992 2.11787
H22 4.80497 -2.03048 -0.12107
H23 6.91506 -2.72481 0.95207
H24 7.15542 -2.60764 3.40247
H25 5.27074 -1.80182 4.78320
H26 3.16597 -1.09334 3.70180
H27 -3.96863 -2.92441 -2.14444
H28 -3.90033 -0.90698 -3.92608
N5 -3.07296 -1.20668 5.07910
C45 -2.38683 -0.75680 4.26656
N6 -1.55088 -0.26094 3.43125
C46 -1.53232 0.09676 2.24328
N7 -1.42327 0.51489 1.14816

Number 3 is which compound? C46H28IrN7

The highest calculated total energy belongs to which entry? C3H10N2O3

Look up the calculated total energy of the third one. -61424.2402 eV